Here is C14H18CeN2O2 as an isolated structure from OMol25. Energies are from ωB97M-V/def2-TZVPD.

Each line ends with the Mulliken charge.
Geometry (Å):
C: -3.661 -0.288 1.020  -0.60
C: -4.085 0.850 0.092  -1.02
H: -3.362 -1.201 0.459  0.28
H: -4.492 -0.603 1.681  0.46
H: -2.894 -0.007 1.789  0.29
H: -3.484 0.940 -0.819  0.38
H: -5.119 0.715 -0.238  0.38
H: -4.063 1.823 0.579  0.31
C: 0.321 -2.882 0.623  0.19
C: 1.228 -3.938 0.463  -0.84
C: 2.360 -3.762 -0.345  -0.38
C: 2.566 -2.526 -0.966  -0.81
H: -0.552 -2.971 1.276  0.41
H: 1.031 -4.874 0.984  0.40
H: 3.084 -4.569 -0.481  0.46
H: 3.429 -2.291 -1.596  0.32
N: 0.493 -1.689 -0.010  -0.01
C: 1.627 -1.499 -0.774  0.67
C: 1.879 -0.147 -1.320  0.71
N: 0.921 0.776 -1.002  -0.03
C: 1.113 2.075 -1.290  0.13
C: 3.210 1.589 -2.380  -0.56
C: 2.260 2.520 -1.933  -0.90
H: 0.313 2.757 -0.984  0.41
H: 2.354 3.593 -2.075  0.43
C: 3.015 0.237 -2.069  -0.66
H: 3.726 -0.534 -2.374  0.39
H: 4.077 1.932 -2.951  0.45
Ce: -0.992 0.314 0.569  0.97
C: -1.491 2.627 0.482  -1.47
H: -1.842 2.712 -0.560  0.56
H: -0.639 3.295 0.672  0.50
H: -2.302 2.890 1.172  0.40
O: -0.924 -0.309 2.893  -0.52
C: 0.000 0.541 3.114  0.33
O: 0.507 1.249 2.170  -0.48
H: 0.390 0.655 4.129  0.47

## Properties
**Total charge**: +2
**Energy above the lowest of the compared OMol25 structures with the same formula, charge and spin**: 0.0 kJ/mol
**Kohn-Sham gap (alpha / beta)**: 6.910 / 6.915 eV